Entry 1:
DFT (ωB97M-V with the def2-TZVPD basis set) results for 7 unconnected molecules or ions with the total composition C6H26NO6S.

Results
Charge: -1
Orbital gap: 5.79 eV
LUMO: 2.66 eV
Calculated total energy: -31253.9929 eV

Each line ends with the Mulliken charge.
Cartesian coordinates (Å):
C 1.036 0.885 -0.914  -0.504
C 2.236 0.272 -1.731  -0.758
S 3.844 1.137 -1.212  -0.635
N 0.258 -0.311 -0.380  0.467
C -0.705 -0.931 -1.344  -1.170
C -1.645 0.137 -1.902  0.738
C -2.562 -0.506 -2.931  -1.719
C -2.328 0.844 -0.743  -0.503
H 0.349 1.473 -1.507  0.390
H 1.362 1.396 0.019  -0.037
H 2.596 -0.742 -1.563  0.174
H 2.030 0.462 -2.779  0.290
H 0.957 -1.028 -0.254  -0.086
H -1.327 -1.590 -0.730  0.379
H -0.071 -1.376 -2.153  0.322
H -1.085 0.905 -2.437  0.258
H -3.277 -1.243 -2.516  0.363
H -2.055 -0.858 -3.842  0.387
H -3.347 0.213 -3.347  0.376
H -3.314 1.196 -1.054  0.403
H -1.675 1.764 -0.509  0.111
H -2.291 0.211 0.168  0.034
H 4.086 1.002 1.819  0.298
H 2.945 0.020 1.947  0.291
O 3.389 0.713 2.464  -0.643
H 1.003 0.168 3.346  0.334
H 1.928 -0.853 3.999  0.291
O 1.090 -0.784 3.528  -0.645
H 0.439 -3.803 -0.023  0.321
H 1.378 -3.122 0.809  0.321
O 1.262 -4.017 0.451  -0.642
H -0.922 1.914 2.444  0.329
H -0.274 0.312 2.123  0.445
O -0.260 1.227 2.423  -0.778
H 0.329 4.005 0.518  0.338
H 0.247 2.901 1.487  0.338
O -0.153 3.766 1.320  -0.672
H -1.696 -1.309 1.275  0.130
H -1.538 -2.568 1.885  0.320
O -2.237 -1.880 1.845  -0.656


Entry 2:
DFT (ωB97M-V with the def2-TZVPD basis set) results for C4H9NO in the gas phase.

Results
Charge: 0
Orbital gap: 10.67 eV
LUMO: 0.84 eV
Calculated total energy: -7831.8510 eV

Each line ends with the Mulliken charge.
Cartesian coordinates (Å):
C -1.686 0.592 0.358  -1.108
C -0.951 -0.410 -0.528  -0.349
C 0.279 -1.022 0.148  -0.710
N 1.281 -0.040 0.553  -0.090
C 2.055 0.679 -0.296  -0.009
O 2.033 0.630 -1.509  -0.554
H -2.549 1.022 -0.158  0.330
H -2.051 0.118 1.279  0.302
H -1.023 1.416 0.643  0.295
H -0.628 0.068 -1.459  0.308
H -1.628 -1.229 -0.807  0.313
H 0.743 -1.750 -0.529  0.274
H -0.025 -1.563 1.052  0.420
H 1.456 0.153 1.526  0.253
H 2.738 1.338 0.280  0.324


Entry 3:
DFT (ωB97M-V with the def2-TZVPD basis set) results for a molecular structure, C2H3O2Pt.

Results
2S+1: 3
Charge: -1
<S²>: 2.0238
Orbital gap (alpha / beta): 5.45 / 6.65 eV
LUMO (alpha / beta): 3.61 / 3.49 eV
Calculated total energy: -9457.0444 eV

Each line ends with the Mulliken spin population.
Cartesian coordinates (Å):
O 1.417 -1.953 -0.510  0.214
Pt 1.330 -0.142 -0.556  1.226
O 2.582 -1.221 0.123  0.269
C -1.264 0.333 0.409  0.280
C -0.175 0.907 -0.164  -0.069
H -2.291 0.701 0.263  0.004
H -1.157 -0.419 1.202  0.008
H -0.443 1.794 -0.766  0.067


Entry 4:
DFT (ωB97M-V with the def2-TZVPD basis set) results for a molecular structure, C48H59N5OP2PdSSi2.

Results
2S+1: 3
Charge: 0
<S²>: 2.0097
Orbital gap (alpha / beta): 6.60 / 7.32 eV
LUMO (alpha / beta): 0.09 / -0.76 eV
Calculated total energy: -108884.4107 eV

Each line ends with the Mulliken spin population.
Cartesian coordinates (Å):
Pd -0.922 0.322 0.328  0.706
C -0.495 3.821 1.791  -0.002
Si -0.070 3.797 -0.046  0.011
C -1.502 4.513 -1.014  0.000
C 1.414 4.939 -0.269  0.011
N 0.179 2.202 -0.673  0.125
P 1.473 1.294 -0.446  -0.117
C 0.853 -0.351 -0.505  0.939
P 1.717 -1.880 -0.457  -0.105
N 0.712 -3.081 -0.462  0.040
Si 0.777 -4.759 -0.175  -0.002
C 2.506 -5.494 -0.130  0.000
C -0.031 -5.209 1.468  0.001
C -0.211 -5.617 -1.519  0.000
C 2.842 -1.913 -1.888  0.008
C 2.488 -1.197 -3.029  0.050
C 3.276 -1.252 -4.168  0.016
C 4.427 -2.026 -4.177  0.003
C 4.776 -2.763 -3.053  0.000
C 3.983 -2.713 -1.916  0.000
C 2.769 -1.855 1.033  0.018
C 2.129 -2.211 2.220  0.022
C 2.815 -2.222 3.422  -0.004
C 4.155 -1.860 3.456  0.011
C 4.800 -1.495 2.284  -0.003
C 4.113 -1.496 1.078  0.002
C 2.757 1.671 -1.681  0.058
C 4.045 1.142 -1.609  -0.002
C 4.968 1.391 -2.610  0.001
C 4.606 2.167 -3.705  0.002
C 3.324 2.685 -3.794  0.001
C 2.401 2.436 -2.786  0.017
C 2.293 1.573 1.172  0.049
C 1.685 1.107 2.336  0.016
C 2.225 1.385 3.581  0.002
C 3.382 2.143 3.685  0.004
C 3.992 2.623 2.536  -0.001
C 3.453 2.340 1.290  -0.007
H -1.340 4.482 1.994  0.000
H 0.353 4.162 2.388  0.001
H -0.764 2.822 2.145  0.002
H -1.736 5.522 -0.667  0.000
H -2.395 3.896 -0.900  0.000
H -1.262 4.569 -2.077  0.000
H 1.081 5.979 -0.296  0.000
H 1.953 4.742 -1.198  -0.002
H 2.120 4.837 0.557  0.000
H 3.122 -5.008 0.632  0.000
H 3.011 -5.393 -1.093  0.000
H 2.454 -6.558 0.111  0.000
H 0.083 -6.280 1.657  0.000
H -1.101 -4.990 1.464  0.001
H 0.426 -4.684 2.309  0.000
H 0.002 -6.688 -1.555  0.000
H 0.024 -5.191 -2.496  0.000
H -1.283 -5.496 -1.345  0.000
H 1.586 -0.596 -3.021  0.038
H 2.996 -0.684 -5.045  0.001
H 5.050 -2.060 -5.061  0.000
H 5.662 -3.385 -3.065  0.000
H 4.251 -3.301 -1.048  0.001
H 1.084 -2.491 2.183  0.008
H 2.306 -2.508 4.334  0.000
H 4.696 -1.865 4.393  0.001
H 5.843 -1.207 2.306  0.000
H 4.638 -1.233 0.170  0.003
H 4.325 0.534 -0.759  0.000
H 5.965 0.975 -2.543  0.000
H 5.325 2.363 -4.490  0.000
H 3.041 3.285 -4.649  0.000
H 1.390 2.820 -2.848  -0.002
H 0.773 0.517 2.263  -0.011
H 1.738 1.011 4.473  0.000
H 3.802 2.364 4.657  0.000
H 4.888 3.228 2.607  0.001
H 3.929 2.743 0.407  0.002
C -7.884 0.882 2.066  0.000
C -7.052 -0.336 2.450  0.000
C -5.559 -0.113 2.257  0.005
N -5.201 -0.216 0.846  0.002
C -4.102 0.294 0.315  0.003
S -3.023 1.274 1.185  0.027
N -3.808 0.000 -0.996  0.014
C -4.550 -0.462 -2.086  -0.002
O -3.952 -0.853 -3.059  0.001
C -6.041 -0.394 -2.070  0.000
C -6.746 -1.487 -2.563  0.000
C -8.129 -1.444 -2.632  0.000
C -8.806 -0.295 -2.247  0.000
C -8.099 0.813 -1.800  0.000
C -6.718 0.762 -1.700  0.000
H -8.947 0.699 2.216  0.000
H -7.733 1.141 1.020  0.000
H -7.599 1.745 2.670  0.000
H -7.366 -1.209 1.868  0.000
H -7.222 -0.586 3.498  0.000
H -4.975 -0.848 2.815  -0.001
H -5.268 0.876 2.608  -0.002
H -5.686 -0.933 0.321  0.000
H -2.821 0.143 -1.228  -0.002
H -6.197 -2.354 -2.901  0.000
H -8.677 -2.299 -3.005  0.000
H -9.886 -0.259 -2.305  0.000
H -8.627 1.718 -1.530  0.000
H -6.163 1.628 -1.359  0.000
N -1.686 -2.005 0.898  0.031
C -2.876 -2.744 0.882  0.013
C -3.616 -2.944 2.047  0.010
C -4.824 -3.624 2.007  -0.007
C -5.306 -4.129 0.807  0.012
C -4.554 -3.954 -0.350  -0.007
C -3.357 -3.260 -0.322  -0.001
H -0.961 -2.381 0.263  -0.006
H -1.278 -1.975 1.828  0.000
H -3.231 -2.569 2.990  0.000
H -5.384 -3.773 2.921  0.000
H -6.241 -4.672 0.778  0.001
H -4.902 -4.374 -1.285  0.000
H -2.775 -3.119 -1.225  -0.002


Entry 5:
DFT (ωB97M-V with the def2-TZVPD basis set) results for 2 unconnected molecules or ions with the total composition C2H7S2.

Results
Charge: -1
Orbital gap: 5.57 eV
LUMO: 3.39 eV
Calculated total energy: -23858.1648 eV

Each line ends with the Mulliken charge.
Cartesian coordinates (Å):
C -1.240 -0.135 0.906  -0.662
S -0.885 -1.927 0.618  -0.266
H -2.006 -0.160 1.688  0.294
H -1.581 0.197 -0.059  0.247
H -0.404 0.372 1.362  0.220
H 0.409 -1.808 0.301  0.081
C 1.469 0.410 -1.189  -0.788
S 0.746 1.891 -0.421  -0.744
H 0.838 -0.391 -1.598  0.197
H 2.120 -0.040 -0.450  0.179
H 2.037 0.730 -2.065  0.242


> Which value of charge does entry 1 give?

-1


> Which formula does entry 4 have?

C48H59N5OP2PdSSi2